1.
Entry from the OMol25 dataset: a 8-piece molecular cluster, C36H64N8O4S overall at a distorted geometry (ωB97M-V/def2-TZVPD).

Values from the calculation:
HOMO-LUMO gap: 9.791 eV
M: 705.0 g mol⁻¹
Total charge: 0
Spin multiplicity: 1

Atoms and positions in Å:
S  -0.120  0.474  2.257
O  -1.741  0.187  2.803
O  0.386  1.594  3.013
O  -2.576  0.833  1.883
O  0.790  -0.805  2.780
N  -2.862  0.957  -4.420
N  2.050  -2.076  -1.156
N  2.518  1.942  0.029
N  3.931  -5.453  2.210
N  -2.537  3.176  2.615
N  -2.240  -3.844  1.761
N  6.514  5.184  2.863
N  -6.121  -2.954  -7.162
C  -9.498  -2.767  -5.621
C  -3.336  -1.783  -6.483
C  -4.836  -2.332  3.438
C  5.125  0.725  3.042
C  4.583  2.183  3.289
C  -6.946  -2.170  -7.065
C  4.791  0.286  1.573
C  -0.664  0.283  -2.105
C  -4.136  -0.518  -6.165
C  3.205  2.483  -0.704
C  3.110  -1.574  2.275
C  4.264  5.219  -0.138
C  2.172  -0.384  2.533
C  -0.540  -2.188  -1.508
C  -5.487  -3.709  3.510
C  -3.417  0.316  -5.184
C  3.943  2.223  4.719
C  -0.993  -1.140  -2.534
C  0.531  -5.780  2.800
C  4.310  5.975  4.028
C  4.104  3.169  -1.646
C  -1.966  -1.480  -7.082
C  5.026  4.134  -0.890
C  -2.692  2.120  2.211
C  4.347  -1.183  1.429
C  1.557  -4.660  2.973
C  5.551  5.524  3.375
C  -4.132  -2.074  2.102
C  -8.818  -1.402  -5.647
C  0.388  -6.238  1.354
C  -3.064  -3.065  1.897
C  2.895  -5.105  2.541
C  -8.014  -1.162  -6.929
C  0.920  -2.127  -1.311
C  4.789  8.416  3.475
C  3.797  7.262  3.373
H  -7.558  -0.171  -6.910
H  2.163  0.225  1.617
H  -2.060  -0.899  -8.002
H  -5.108  -0.782  -5.751
H  -1.443  -2.406  -7.320
H  -3.205  -2.374  -5.573
H  -0.806  -3.190  -1.846
H  5.706  4.603  -1.604
H  1.268  -3.789  2.383
H  4.033  0.959  1.145
H  0.811  -6.637  3.418
H  5.027  8.639  4.517
H  -8.662  -1.218  -7.805
H  2.547  0.190  3.382
H  4.961  5.895  0.359
H  3.645  5.808  -0.818
H  -0.376  -7.012  1.276
H  -1.028  -2.017  -0.546
H  3.826  2.470  2.545
H  1.613  -4.356  4.019
H  -6.000  -3.838  4.464
H  -6.221  -3.839  2.711
H  -4.119  -2.233  4.255
H  -4.842  -2.139  1.275
H  -8.769  -3.578  -5.646
H  3.618  4.792  0.633
H  -10.081  -2.883  -4.707
H  0.095  -5.407  0.710
H  4.470  1.495  5.350
H  3.451  -1.979  3.243
H  -0.437  -5.428  3.160
H  -0.522  -1.340  -3.500
H  -1.336  -0.920  -6.387
H  4.692  2.420  -2.176
H  6.209  0.755  3.198
H  5.641  3.574  -0.181
H  4.510  6.138  5.089
H  3.574  7.074  2.321
H  4.625  0.055  3.753
H  4.063  -1.325  0.373
H  -3.903  -2.394  -7.180
H  -1.130  0.516  -1.144
H  -3.704  -1.072  2.092
H  3.564  5.184  3.943
H  -1.027  0.997  -2.840
H  3.501  3.707  -2.380
H  5.712  0.483  0.997
H  4.372  9.317  3.023
H  -8.161  -1.313  -4.779
H  -2.071  -1.231  -2.680
H  5.422  2.883  3.227
H  2.884  1.947  4.643
H  5.179  -1.881  1.596
H  0.414  0.434  -2.008
H  -10.173  -2.886  -6.471
H  2.860  7.552  3.853
H  -5.601  -1.567  3.587
H  5.720  8.191  2.952
H  -4.301  0.069  -7.071
H  -9.576  -0.622  -5.556
H  -4.747  -4.507  3.429
H  2.546  -2.375  1.784
H  1.319  -6.660  0.971
H  4.067  3.208  5.187

2.
Entry from the OMol25 dataset: C5H6O2 as an isolated structure at a distorted geometry (ωB97M-V/def2-TZVPD).

Values from the calculation:
HOMO-LUMO gap: 8.802 eV
M: 98.1 g mol⁻¹
Relative energy (zero: lowest compared OMol25 entry of this formula, charge and spin): 409.8 kJ/mol
Total charge: 0
Spin multiplicity: 1

Atoms and positions in Å:
O  -2.180  0.273  -0.802
O  -0.972  1.833  0.359
C  -0.064  -0.852  -0.377
C  1.949  -0.173  0.804
C  0.588  -0.747  0.736
C  -0.852  -0.880  -1.372
C  -1.911  1.510  -0.328
H  0.154  -1.269  1.582
H  2.619  -1.031  0.939
H  2.027  0.497  1.656
H  2.222  0.344  -0.121
H  -0.857  -1.622  -2.207
H  -2.696  2.253  -0.677